1.
The molecule C9H17N in a non-equilibrium geometry. Source: the OMol25 dataset; level of theory: wB97M-V/def2-TZVPD.

```
27
Properties=species:S:1:pos:R:3:forces:R:3
N 1.0098 -0.9725 -1.0992 0.0 -1.0 -0.9
C -0.4876 1.6205 -1.5158 0.0 -0.1 0.2
C -1.6120 1.2692 0.6852 0.1 -0.2 -0.1
C -0.9359 0.5586 -0.4978 0.5 -0.1 -0.1
C -1.9373 -0.3973 -1.1580 0.1 0.1 0.2
C 0.0047 -1.2368 1.1176 -0.6 -1.0 -1.1
C 0.3354 -0.3052 -0.0655 -0.4 0.2 1.5
C 0.2657 -2.5479 1.0610 -0.2 0.4 0.2
C 1.3864 0.3882 0.6781 0.2 1.8 0.7
C 2.7713 -0.0717 0.8930 0.1 -0.2 -0.4
H -2.8167 0.1604 -1.4890 0.0 0.0 -0.1
H -1.3532 2.1833 -1.8728 0.0 0.0 0.0
H 2.8576 -1.1299 0.6320 0.1 0.0 0.2
H 1.1435 1.3526 1.1213 0.0 0.1 -0.1
H -2.0460 0.5667 1.3969 0.0 0.0 0.0
H -0.9324 1.9320 1.2244 0.0 0.0 0.0
H 1.5587 -0.3186 -1.6569 -0.3 0.3 0.0
H -0.0068 1.1571 -2.3770 0.0 0.0 -0.1
H -2.4319 1.8829 0.3050 0.0 0.0 0.0
H -1.4790 -0.9000 -2.0080 -0.1 0.0 -0.1
H -2.2682 -1.1641 -0.4547 0.0 0.0 0.0
H -0.0243 -3.2051 1.8724 0.2 0.0 0.0
H 3.1119 0.1420 1.9092 0.0 -0.1 0.0
H 0.2097 2.3352 -1.0706 0.0 -0.1 0.0
H 3.4491 0.4718 0.2212 0.1 -0.1 0.1
H -0.5033 -0.8045 1.9685 0.1 0.1 0.0
H 0.7308 -2.9669 0.1795 0.0 -0.1 0.0
```
Forces are in eV/Å.

2S+1: 1
ΔE to the lowest compared entry with this formula, charge and spin, kJ/mol: 347.36
Highest occupied orbital energy (alpha / beta), hartree: -0.337 / -0.266
Net charge: 0
Electronic energy, hartree: -407.7211
LUMO level (alpha / beta), eV: 0.3 / -0.4
Maximum force, hartree/bohr: 0.03839

2.
The ion C9H17N2OS with charge +1 in a non-equilibrium geometry. Source: the OMol25 dataset; level of theory: wB97M-V/def2-TZVPD.

```
30
Properties=species:S:1:pos:R:3:forces:R:3
S -1.9161 2.6815 0.0898 -0.5 0.6 0.2
O 1.0822 1.9682 0.0098 0.6 0.4 -0.1
N -1.8214 -0.6309 1.3659 0.3 -2.0 0.0
N 0.3340 -0.1112 0.6602 1.3 -0.9 1.0
C 2.2686 0.4096 2.1918 1.4 1.1 0.2
C 0.2183 1.1305 0.1083 -0.8 -1.1 0.5
C -0.6579 -1.0886 1.0453 -2.6 4.0 -0.2
C 1.7318 -0.5018 1.1541 0.2 0.5 -2.6
C -0.9827 1.6068 -0.6737 0.8 -1.8 -0.2
C -0.4401 -2.4882 0.8571 2.5 -2.6 -0.6
C -2.5775 1.0022 -2.5337 1.1 0.4 -1.3
C 2.6515 -0.6271 -0.1303 -2.5 -1.5 1.5
C -1.0701 1.0290 -2.0568 -1.4 0.1 -0.1
H 3.2951 -0.0285 2.5963 -2.4 1.0 -0.5
H 3.5910 -0.8242 0.3070 1.5 -0.3 -0.3
H 1.4592 0.6096 2.9559 1.4 -0.1 -0.5
H -0.5650 -2.6659 -0.2425 0.1 -0.3 0.9
H 2.4940 1.3126 1.5785 0.1 -0.1 1.4
H 0.5846 -2.8564 1.1774 -1.2 0.4 -0.7
H -0.6223 -0.0086 -2.0916 -0.2 1.4 0.2
H -2.8539 1.6702 -3.4658 0.6 -1.4 2.2
H 2.2538 -1.4679 -0.7397 0.6 0.2 0.4
H 1.6627 -1.4368 1.6312 -0.5 -1.3 0.1
H 2.5962 0.2269 -0.7493 0.4 1.1 -0.3
H -2.3956 -1.5270 1.5244 0.5 2.0 -0.1
H -2.7596 2.9500 -0.9273 0.1 0.1 0.0
H -1.1150 -3.0872 1.4619 -0.3 0.1 -0.3
H -0.5690 1.6986 -2.7537 0.6 0.0 0.1
H -3.1663 1.0933 -1.6536 -1.0 0.8 0.3
H -2.7105 -0.0387 -2.6970 -0.5 -0.8 -1.2
```
Forces are in eV/Å.

2S+1: 1
ΔE to the lowest compared entry with this formula, charge and spin, kJ/mol: 224.33
Highest occupied orbital energy, hartree: -0.499
Net charge: +1
Electronic energy, hartree: -935.7250
LUMO level, eV: -5.4
Maximum force, hartree/bohr: 0.09307

3.
The molecule C9H17N3O in a non-equilibrium geometry. Source: the OMol25 dataset; level of theory: wB97M-V/def2-TZVPD.

```
30
Properties=species:S:1:pos:R:3:forces:R:3
O 1.5107 -1.6216 -2.6730 -0.3 1.7 -3.6
N -0.3881 -0.3844 -1.5359 1.5 -1.3 0.4
N 1.6166 -1.6052 -1.3317 -2.4 0.8 2.9
N 0.5970 2.1932 -0.0584 -1.9 2.2 -0.8
C -0.2445 -2.0785 0.3194 2.1 -0.4 0.8
C -1.5218 1.7190 -1.1018 -3.1 -2.2 -0.9
C 1.5189 1.4295 0.5308 2.8 1.8 -2.2
C 0.2196 -1.2537 -0.8493 2.1 -1.1 0.4
C 0.1956 -1.6597 1.7979 1.2 -0.4 -2.0
C -0.8534 2.2756 0.1043 0.1 2.0 -0.9
C 1.4664 0.4272 1.3281 0.6 -2.6 2.0
C -1.6499 0.1290 -1.1798 -0.2 2.2 -1.5
C 0.3134 -0.1417 2.0421 -1.0 -1.0 2.7
H -2.3446 -0.1820 -2.0224 0.4 0.7 1.2
H 2.4376 -0.1163 1.4882 -1.1 0.7 0.1
H 0.8225 2.8833 -0.7797 0.8 -0.8 0.7
H -1.2790 -2.2252 0.3101 -1.8 0.3 -0.2
H -0.6038 -2.0823 2.3627 -0.1 -0.4 1.1
H 1.8968 -2.5430 -1.1273 -0.3 -0.6 0.8
H 0.1271 -3.1198 0.1437 0.0 0.8 0.1
H -1.1280 3.4523 0.1597 0.4 -2.8 0.4
H 0.5882 -0.0562 3.1766 -0.7 -0.1 -1.7
H 2.5640 1.6519 0.2157 -1.0 0.1 -0.2
H -2.5887 1.9459 -1.1068 -0.3 0.6 0.6
H 0.8990 -0.8294 -2.7609 0.7 -0.8 -0.8
H -1.2884 1.6727 0.8875 0.4 0.6 0.8
H -0.7347 0.3221 1.9717 1.8 -0.5 -0.2
H -1.2956 2.0554 -2.0722 1.4 0.8 -1.1
H 1.2012 -2.1830 1.9741 -1.5 0.8 0.2
H -2.0543 -0.0749 -0.2133 -0.3 -1.2 0.8
```
Forces are in eV/Å.

2S+1: 1
ΔE to the lowest compared entry with this formula, charge and spin, kJ/mol: 440.73
Highest occupied orbital energy, hartree: -0.274
Structure (SMILES): ON/C1=N/CCCN/C=C\CCC1
Net charge: 0
Electronic energy, hartree: -592.4721
LUMO level, eV: 0.9
Maximum force, hartree/bohr: 0.07840

4.
The molecule C9H17N3O7 in a non-equilibrium geometry. Source: the OMol25 dataset; level of theory: wB97M-V/def2-TZVPD.

```
36
Properties=species:S:1:pos:R:3:forces:R:3
O -0.3301 1.6406 2.6285 -0.2 -0.3 0.2
O -0.3355 -2.6687 0.2388 2.3 0.9 0.5
O -1.9181 -6.4571 -0.3951 -0.3 -0.6 0.3
O 0.2676 1.2245 -2.5614 0.6 -0.8 2.6
O -1.9303 -2.2349 1.8390 2.2 -1.4 3.0
O -0.4171 -0.5074 1.0859 2.5 -1.4 0.8
O 0.6113 1.4632 -0.3050 0.3 -0.5 0.0
N -0.2078 -1.2730 -0.0733 -2.8 -0.8 1.0
N -1.6393 -2.9471 0.6930 -2.2 1.9 -3.7
N -1.5872 -0.8785 1.7705 -4.8 1.5 -3.1
C -1.3914 -5.1402 -0.4169 -0.4 0.0 0.3
C -1.6659 1.2962 2.9698 -0.4 0.8 0.4
C 0.9846 2.8497 -0.4630 0.4 0.9 -1.1
C -1.9071 -0.1970 3.0371 2.9 -0.7 0.2
C -1.9122 -4.3813 0.8219 1.5 0.6 0.2
C 0.9021 -1.5382 -2.2288 -1.5 1.7 2.0
C 2.4667 2.9717 -0.8877 -0.7 0.6 0.3
C 0.3985 0.7413 -1.4271 -0.8 2.0 -2.2
C 0.3002 -0.7289 -1.2609 1.6 -2.7 -0.9
H 0.7912 3.4531 0.4426 0.0 -1.1 0.0
H -2.8938 -6.4676 -0.5054 1.0 0.3 0.0
H 3.0714 2.4636 -0.1681 0.5 -0.3 0.6
H 1.2833 -1.1046 -3.1470 -0.2 0.0 0.3
H 2.6777 2.5392 -1.8524 -0.2 -0.2 -0.4
H -2.9917 -4.4874 0.8964 0.0 0.1 0.1
H -0.2814 -5.1699 -0.4053 -0.8 -0.3 0.0
H -2.3702 1.7593 2.2621 0.1 -0.1 0.0
H -1.7317 -4.6923 -1.3368 0.1 0.7 -0.3
H -0.0400 1.0429 1.9132 -0.1 0.6 0.3
H -1.9180 1.7372 3.9913 0.5 -0.6 -1.2
H 0.3340 3.2716 -1.2283 0.1 0.0 -0.1
H -1.4049 -4.7713 1.7102 -0.2 -0.2 0.1
H -1.2272 -0.6244 3.7898 0.0 0.2 0.3
H 0.9471 -2.5993 -2.0532 0.0 -0.1 -0.1
H -2.8951 -0.4159 3.3854 -0.8 -0.3 -0.5
H 2.8023 4.0232 -0.9142 -0.4 -0.4 0.1
```
Forces are in eV/Å.

2S+1: 1
ΔE to the lowest compared entry with this formula, charge and spin, kJ/mol: 1408.02
Highest occupied orbital energy, hartree: -0.287
Structure (SMILES): C=C(C(=O)OCC)N1ON(CCO)ON(CCO)O1
Net charge: 0
Electronic energy, hartree: -1043.6415
LUMO level, eV: 0.6
Maximum force, hartree/bohr: 0.11396

5.
A cluster of 2 separate species, C9H17N4 in total in a non-equilibrium geometry. Source: the OMol25 dataset; level of theory: wB97M-V/def2-TZVPD.

```
30
Properties=species:S:1:pos:R:3:forces:R:3
N 2.0572 1.3973 0.3538 -0.5 2.8 1.0
N -1.7715 0.4667 -0.6441 -1.5 -0.1 0.8
N -3.2482 -2.0527 -0.8640 0.4 -0.2 0.7
N -0.3564 0.7860 -2.2865 -0.3 2.0 -4.8
C -3.7006 -0.1816 0.5908 -0.7 0.1 0.7
C -0.6026 0.4295 -1.1033 1.2 -1.5 3.8
C 1.3458 0.4160 0.8130 -2.0 -0.2 1.1
C 2.8465 -0.3889 -0.7105 2.8 -1.4 -1.4
C -3.8545 -1.4965 0.2030 -0.1 1.4 0.4
C 0.2489 0.7441 1.8522 1.0 -0.1 1.2
C 3.2078 1.0776 -0.4672 1.1 -1.7 0.1
C -2.6357 0.7170 0.2662 -0.2 -1.0 -1.2
C 2.1495 -0.8063 0.5682 -1.8 -1.4 -2.1
H 4.2102 1.1304 0.0428 -1.2 0.3 0.0
H 2.1651 -0.5011 -1.6093 0.7 0.1 1.2
H -4.4525 0.2745 1.2481 0.4 -0.7 0.1
H 1.8180 2.3259 0.7291 0.4 -0.4 -0.8
H 0.5106 0.6045 -2.7174 0.9 -0.1 -0.3
H -0.0320 1.7950 1.7633 -0.8 -0.3 -0.7
H -1.0494 1.2199 -2.9273 0.4 -0.4 0.6
H 3.8193 -1.0055 -0.9176 -1.9 1.0 0.3
H -2.5578 1.6487 0.7835 -0.1 0.6 0.4
H -4.5054 -2.1125 0.8089 -0.4 -0.1 -0.4
H 3.3258 1.5711 -1.4126 -0.5 0.9 -0.2
H 0.7676 0.8863 2.8168 0.6 -0.5 -0.1
H -0.5732 0.0518 2.2268 1.0 0.7 -1.7
H 1.6549 -1.7661 0.3065 -0.2 0.7 1.0
H -2.4610 -1.4991 -1.1694 0.1 -0.4 -0.5
H 2.7482 -0.8738 1.4434 1.0 -0.4 0.7
H -3.1778 -3.0605 -0.8745 0.1 0.2 -0.2
```
Forces are in eV/Å.

2S+1: 1
ΔE to the lowest compared entry with this formula, charge and spin, kJ/mol: 198.17
Highest occupied orbital energy (alpha / beta), hartree: -0.376 / -0.376
Net charge: +1
Electronic energy, hartree: -571.8175
LUMO level (alpha / beta), eV: -3.1 / -3.1
Maximum force, hartree/bohr: 0.10055

6.
The ion C9H17N6 with charge +1 in a non-equilibrium geometry. Source: the OMol25 dataset; level of theory: wB97M-V/def2-TZVPD.

```
32
Properties=species:S:1:pos:R:3:forces:R:3
N 2.4631 0.3999 -0.2702 0.3 1.4 -2.7
N -0.1698 1.9996 -2.1576 -0.2 -0.4 -1.8
N 0.2711 -0.8875 0.3935 0.9 -1.4 -1.1
N 1.4293 0.2294 -2.7856 -1.7 1.3 -2.2
N 1.2770 2.5824 0.0704 -1.0 -1.1 -3.0
N -0.9533 0.9318 0.5615 -1.6 1.2 0.4
C -1.2183 -1.3022 2.5944 -1.7 1.4 -3.1
C -1.0219 -2.5862 0.1563 0.2 0.4 1.6
C 0.8505 1.1518 -2.0003 0.7 0.0 1.4
C -2.2877 -0.1943 2.4341 0.7 -0.6 -1.8
C -1.8172 -0.0122 1.0127 -0.3 -1.2 -0.7
C 0.1648 0.4545 0.0410 1.5 -0.6 0.1
C 0.0659 -1.9329 -0.6965 0.0 -0.2 0.4
C 1.3007 1.2094 -0.5826 -0.1 -1.0 5.0
C -1.0072 -1.2796 1.0466 1.0 -1.9 0.5
H 2.3445 -0.0998 -2.5365 0.1 -0.2 0.5
H 1.1611 0.1483 -3.7967 0.3 0.1 1.6
H -2.0999 0.6630 2.9831 -0.6 1.6 1.6
H 1.6266 2.6254 1.0019 0.5 -0.3 0.4
H -3.2791 -0.5596 2.2525 -0.8 -0.1 1.3
H 1.7045 3.2080 -0.5834 0.6 0.9 0.3
H -1.5297 -2.1426 3.0563 -1.7 -3.3 0.8
H -0.9358 1.7041 -2.7440 -0.1 0.4 -0.2
H -1.9677 -2.7204 -0.2185 -2.2 -0.2 -1.6
H -0.3999 2.5243 -1.3196 0.0 0.0 -0.3
H -0.8475 -3.5948 0.6386 0.6 1.5 -0.2
H -0.4203 -1.1146 3.1759 3.2 1.7 1.6
H -0.1885 -1.4754 -1.6486 -0.7 0.1 0.1
H 0.8513 -2.6266 -0.9688 0.8 0.2 0.5
H 2.5861 -0.1854 0.5214 -0.7 -0.1 0.8
H 3.2290 1.0039 -0.4537 1.3 0.0 0.2
H -1.1818 1.8781 0.8221 0.6 0.4 -0.3
```
Forces are in eV/Å.

2S+1: 1
ΔE to the lowest compared entry with this formula, charge and spin, kJ/mol: 556.58
Highest occupied orbital energy (alpha / beta), hartree: -0.370 / -0.346
Net charge: +1
Electronic energy, hartree: -681.2576
LUMO level (alpha / beta), eV: -3.2 / -3.2
Maximum force, hartree/bohr: 0.09992

7.
A structure of composition C9H17NO2S in a non-equilibrium geometry. Source: the OMol25 dataset; level of theory: wB97M-V/def2-TZVPD.

```
30
Properties=species:S:1:pos:R:3:forces:R:3
S 3.2385 0.2870 0.0658 -1.8 0.4 4.1
O 3.0641 0.9938 1.3597 0.5 -0.8 -1.9
O 4.4751 0.4090 -0.6101 0.8 0.2 -1.3
N -0.6905 1.3949 -0.3692 1.4 1.3 0.4
C -0.2596 -1.7638 1.1911 -0.1 2.1 -2.6
C -1.7786 1.5016 0.6047 0.4 2.6 -3.8
C 0.1041 -0.9611 -0.0343 -0.5 -2.4 -3.1
C 0.2748 0.5321 0.1663 3.7 -1.9 -2.7
C -0.0002 2.6828 -0.3884 -2.7 3.8 0.1
C 1.5139 -1.1580 -0.6859 0.2 -0.5 -2.2
C -0.9190 -1.2249 -1.2155 3.3 -2.1 -1.1
C 2.6027 -1.4311 0.2978 2.3 0.1 -0.5
C 1.6668 0.3828 -0.8261 -1.2 1.2 -0.6
H 0.3350 -1.5708 1.9740 2.4 1.3 3.0
H 0.7134 0.6838 1.1132 0.0 1.0 1.7
H -0.8091 -2.2550 -1.7615 0.3 1.4 1.5
H -1.8306 -1.2784 -0.7655 -3.1 0.5 0.6
H -1.1883 -1.3916 1.4462 -2.4 0.0 0.8
H 0.0529 3.1998 0.7136 0.0 -1.1 -2.5
H -0.1772 -2.7694 1.1090 -0.4 -3.3 -0.9
H -1.3944 2.1728 1.2925 -0.1 1.4 2.0
H 3.2722 -2.3148 0.2111 -0.3 0.8 -0.5
H 0.9699 2.6741 -0.7949 1.2 -0.5 -0.2
H 2.2914 -1.4259 1.2920 -0.7 0.0 1.7
H 1.7997 -1.7255 -1.6803 -1.5 0.7 1.9
H -0.5450 3.4456 -1.1409 0.7 -1.5 2.0
H -2.5879 1.9181 0.0055 -0.6 -0.2 0.8
H -1.9106 0.6104 1.0238 -1.3 -3.7 1.6
H -0.7496 -0.5360 -2.0388 -0.6 0.4 0.3
H 1.6373 1.0037 -1.8024 0.1 -1.4 1.5
```
Forces are in eV/Å.

2S+1: 1
ΔE to the lowest compared entry with this formula, charge and spin, kJ/mol: 423.23
Highest occupied orbital energy, hartree: -0.346
Net charge: 0
Electronic energy, hartree: -956.3683
LUMO level, eV: 0.7
Maximum force, hartree/bohr: 0.09651

8.
The molecule C9H17NO3 in a non-equilibrium geometry. Source: the OMol25 dataset; level of theory: wB97M-V/def2-TZVPD.

```
30
Properties=species:S:1:pos:R:3:forces:R:3
O -2.5946 0.2804 -1.7118 1.0 0.2 -0.7
O -1.1003 -1.4641 -2.2713 0.9 1.3 2.8
O -0.3683 0.4956 -1.1728 0.8 -1.8 -0.2
N 1.7559 0.5113 1.9580 -0.4 1.8 0.9
C 2.5604 1.5257 2.7479 -5.7 1.6 -1.1
C -0.4520 -0.2229 1.1982 -0.9 -0.6 -1.4
C -3.4500 -0.2021 -2.7441 4.8 -3.6 -2.3
C -1.2355 -0.0351 -2.1700 -1.4 0.6 2.6
C -0.7300 -1.9161 -0.8310 -0.7 3.6 1.0
C 2.1953 0.4343 0.5829 2.6 -2.4 3.0
C 1.5909 -0.8040 -0.0180 -0.4 5.7 -3.4
C 0.0860 -0.5679 -0.1415 -2.1 -2.0 -4.9
C 0.3550 0.9722 1.8120 -2.7 -1.8 1.1
H -4.3325 0.2479 -2.5696 -3.6 0.3 0.7
H -1.6060 -1.9597 0.0037 1.4 -0.7 -2.8
H 1.8457 -1.5985 0.4762 0.8 -4.6 3.5
H 1.9399 1.2827 0.0814 -0.7 2.5 -1.9
H -3.2241 -0.0045 -3.9304 0.3 0.5 2.7
H -1.6462 -0.1463 1.1655 2.8 0.2 0.2
H -0.1373 -1.1793 1.6796 -0.6 0.9 0.9
H 3.5855 1.3858 2.8969 1.4 -0.7 0.0
H -0.1119 -2.7889 -0.9988 -0.2 -0.1 0.3
H 3.3191 0.3933 0.6454 -0.9 -0.2 -0.5
H -3.0763 -1.3339 -2.7079 -2.8 1.7 -0.3
H 1.9307 1.5401 3.7052 1.5 0.5 -1.0
H -0.3316 0.9059 2.6481 1.2 0.7 1.9
H 2.3016 2.5007 2.1309 1.2 -1.1 1.6
H 0.0116 1.9680 1.4267 1.3 -0.6 -0.6
H 2.2952 -0.8364 -0.8244 -0.9 -0.6 -2.1
H -1.3765 0.6158 -3.0671 2.1 -1.2 -0.2
```
Forces are in eV/Å.

2S+1: 1
ΔE to the lowest compared entry with this formula, charge and spin, kJ/mol: 748.24
Highest occupied orbital energy, hartree: -0.332
Structure (SMILES): CO[C@@H]1OCC2(CCN(C)CC2)O1
Net charge: 0
Electronic energy, hartree: -633.3780
LUMO level, eV: 0.9
Maximum force, hartree/bohr: 0.13035